(1)
The following is a DFT calculation (ωB97M-V/def2-TZVPD) of 6 unconnected molecules or ions with the total composition C12H36O6S6 in a non-equilibrium geometry.

Geometry as XYZ:
```
60
C12H36O6S6 (ωB97M-V/def2-TZVPD)
H 22.1417 5.8401 -2.7366
H 22.1432 4.8504 -7.0251
S 22.6351 0.5483 -0.7809
O 18.7728 4.9602 -3.7136
H 29.2055 5.0405 -4.5548
H 19.3225 3.2136 -11.4383
H 26.2313 7.6127 -1.8013
H 24.1977 4.3028 -4.3934
H 21.1846 3.4984 -7.3594
C 25.7131 8.3374 -2.4220
H 22.5751 2.8320 -1.4510
H 19.0382 5.7450 -8.7197
H 27.6536 5.6604 -0.9131
H 29.2417 4.8470 -1.4852
H 24.6200 1.7634 -0.7005
C 24.3024 0.9160 -1.3100
C 19.0049 4.1161 -11.9677
C 28.3644 5.4489 -1.7033
H 19.3490 3.9561 -12.9872
H 19.7013 4.1518 -9.1829
H 23.3808 9.7650 -3.8455
H 19.5758 6.9611 -0.8191
C 21.8901 1.9897 -1.5870
H 21.5694 4.4188 -3.5927
S 19.6817 5.2566 -2.5482
O 27.4765 3.0753 -2.9179
S 24.3679 7.5085 -3.3673
H 25.1798 9.0274 -1.7591
O 22.0900 -0.6325 -1.5054
H 25.3068 3.8153 -5.6168
H 28.6940 6.3855 -2.1540
C 21.7584 3.9469 -6.5470
H 27.7063 4.8367 -5.3565
H 18.4609 7.2643 -2.2912
S 19.4102 5.6288 -11.1074
C 19.0188 4.9523 -9.4696
C 19.4206 6.9432 -1.8926
H 21.6915 1.8524 -2.6482
O 20.8977 5.8878 -11.2318
C 28.1427 5.2844 -4.4630
O 22.7003 2.2622 -4.6412
H 24.7990 9.2226 -4.8745
C 21.3092 5.4403 -3.3091
H 28.0013 6.3615 -4.4886
H 21.0730 4.1907 -5.7384
H 18.0133 4.5507 -9.3183
S 23.1093 2.8644 -5.9574
C 24.2752 4.1469 -5.4641
H 20.9549 2.2775 -1.1056
H 23.1356 8.5047 -5.0194
S 27.3419 4.5739 -3.0070
H 17.9109 4.0952 -11.9730
H 24.2260 1.0698 -2.3878
H 20.1622 7.6223 -2.3252
H 26.3964 8.9419 -3.0146
H 24.2096 5.0248 -6.1005
O 25.1175 6.6332 -4.3638
H 21.1145 6.0383 -4.2024
H 25.0529 0.1524 -1.1118
C 23.8831 8.9482 -4.3595
```

## Properties
energy above the lowest of the compared OMol25 structures with the same formula, charge and spin: 1.531 eV
gap between HOMO and LUMO: 0.2941 Ha

(2)
The following is a DFT calculation (ωB97M-V/def2-TZVPD) of a single C3H4N2OS molecule in a non-equilibrium geometry.

Geometry as XYZ:
```
11
C3H4N2OS (ωB97M-V/def2-TZVPD)
H 0.8389 2.6401 -0.3679
S -2.6337 0.1189 -0.0190
C 0.0990 0.8030 -0.0189
H 1.5943 -2.0533 0.2426
N -0.4211 -1.4204 -0.3098
O -0.0514 2.1891 -0.1336
N 1.2795 0.0684 0.0494
C 0.9045 -1.2531 -0.0810
C -0.9182 -0.2185 -0.1722
H 2.2679 0.2814 0.3784
H -2.9599 -1.1555 0.4320
```

## Properties
energy above the lowest of the compared OMol25 structures with the same formula, charge and spin: 1.675 eV
gap between HOMO and LUMO: 0.2883 Ha

(3)
The following is a DFT calculation (ωB97M-V/def2-TZVPD) of a molecular structure, C13H20N4O2S in a non-equilibrium geometry.

Geometry as XYZ:
```
40
C13H20N4O2S (ωB97M-V/def2-TZVPD)
H 1.1556 0.8431 0.8344
H 5.1911 -1.3784 1.1837
H -0.8849 3.7575 0.0287
H 3.2019 2.2276 -0.2894
C 5.7140 -0.7026 0.2340
H -5.1515 -2.6752 -1.5735
O 3.0750 -0.1901 1.2747
C 6.7833 -1.6261 -0.3549
H -7.0442 -1.3596 0.1936
C -3.6395 0.6269 0.2918
C 0.8166 2.5319 -0.0707
H 7.7431 -0.6610 1.4359
C -6.3201 -2.0331 0.6950
H 5.2219 0.6016 -0.9293
O 1.3885 3.6607 -0.0992
H -4.1818 -2.0929 0.5331
C -5.0173 -1.6376 -0.0289
C 3.4476 0.3601 0.4200
S -3.2123 2.2878 0.7941
H 0.7990 0.9488 -0.9387
C 1.4379 1.4147 -0.3054
C 2.7799 1.3085 -0.6475
C -1.5457 1.8112 0.0347
H -6.3680 -2.0575 1.6701
H -5.6417 0.6727 0.1363
C -5.0127 -1.6088 -1.3469
H -5.2178 0.1558 1.7863
C 7.1871 -0.7383 0.5657
H -5.7713 -0.9064 -1.9729
H 7.4455 0.3273 0.2281
C -4.9520 0.1835 0.6355
N -0.6572 2.7657 0.2111
N -1.3508 0.6506 0.0244
N 4.7663 0.0933 0.0094
H 2.9865 1.0216 -1.6414
H -4.0505 -1.1198 -1.8335
N -2.4641 -0.3260 0.0060
H 6.9346 -2.7121 -0.0030
H -6.3312 -3.0692 0.2678
H 6.7390 -1.3562 -1.4592
```

## Properties
energy above the lowest of the compared OMol25 structures with the same formula, charge and spin: 17.138 eV
gap between HOMO and LUMO: 0.2934 Ha

(4)
The following is a DFT calculation (ωB97M-V/def2-TZVPD) of a molecular structure, C2H2FNO in a non-equilibrium geometry.

Geometry as XYZ:
```
7
C2H2FNO (ωB97M-V/def2-TZVPD)
O 0.0921 1.5365 -0.2177
H 1.1269 1.5721 -0.1488
H 0.5773 -0.1068 1.1116
C -0.2298 -0.1713 0.4546
N 0.0015 -1.8212 -1.5203
C -0.1354 -1.0331 -0.6771
F -1.4327 0.0238 0.9977
```

## Properties
energy above the lowest of the compared OMol25 structures with the same formula, charge and spin: 2.105 eV
gap between HOMO and LUMO: 0.3967 Ha

(5)
The following is a DFT calculation (ωB97M-V/def2-TZVPD) of a single C5H7NO molecule in a non-equilibrium geometry.

Geometry as XYZ:
```
14
C5H7NO (ωB97M-V/def2-TZVPD)
O -1.2157 0.9030 0.1840
C -0.7777 -1.4732 0.1642
C 0.8474 0.5200 -0.7288
H -0.4120 -2.3398 -0.5256
H 1.9073 0.3511 -0.3457
C 0.3170 1.9009 -0.8291
N -0.8263 2.0875 -0.3102
H 0.7326 2.6999 -1.3530
C -0.0009 -0.9871 1.3361
H 1.0010 -1.4743 1.3299
C -0.1907 -0.0728 0.1676
H 0.7670 0.0584 -1.7871
H -1.8631 -1.5016 0.3015
H -0.2859 -0.6720 2.3961
```

## Properties
energy above the lowest of the compared OMol25 structures with the same formula, charge and spin: 3.588 eV
gap between HOMO and LUMO: 0.3588 Ha

(6)
The following is a DFT calculation (ωB97M-V/def2-TZVPD) of a molecular structure, C30H28BCl2N6O2PrSe2Si in a non-equilibrium geometry.

Geometry as XYZ:
```
73
C30H28BCl2N6O2PrSe2Si (ωB97M-V/def2-TZVPD)
H 0.4479 1.1361 3.9197
C 2.7908 0.4123 -2.6973
H -2.7044 -2.0523 4.5216
H -1.2182 3.7499 -3.2287
N -1.9990 -1.4553 2.6348
C -1.4251 -2.4489 -2.4236
H 2.9607 -2.2740 3.4687
H -3.1558 1.8393 4.1497
H 2.0962 -3.1987 5.5738
H -3.2256 -0.3805 1.1050
C 1.7521 -0.5146 3.5283
O -0.1405 -0.4697 -2.3070
H -0.4527 0.2091 6.0048
N -2.0133 1.2554 -1.1259
H 4.1579 3.6671 4.9278
H -3.8879 -0.2974 2.9819
C -0.2102 -1.6508 -1.9223
H -5.0253 1.9505 -2.4052
H 3.7025 -0.4478 1.7475
Se 0.5268 2.3439 -1.2127
H 4.6784 -2.7575 -1.8814
C -1.8467 3.0222 -2.7358
H 0.3607 -3.4261 1.8627
Se 1.7938 2.0267 -3.0948
C 3.3671 4.2350 1.7015
C 0.7930 0.1705 4.2701
N -1.0408 -1.8678 1.7893
C -2.4086 1.9751 3.3931
H -3.8883 0.4963 -0.7578
C 3.3574 2.2133 3.5775
C 2.9366 2.9633 1.3642
N -2.1789 1.0400 2.4713
H 2.6142 2.7701 0.3386
C 3.2294 -1.3036 -1.2765
B -2.9414 -0.2893 2.2703
C -3.9599 2.0280 -2.2658
N -1.1986 1.4333 1.6446
H -0.8086 -3.9898 4.2673
Pr -0.0798 -0.3115 0.1779
C -1.5501 3.0356 3.1684
C 4.1662 -1.8422 -2.1371
C -0.8091 2.6430 2.0618
H 4.1484 5.4804 3.2614
C 4.4296 -1.1836 -3.3325
H 3.3721 5.0235 0.9631
H -1.4818 3.9534 3.7116
H 3.3522 1.4250 4.3158
C 0.2958 -0.3435 5.4517
H 0.3479 -1.9794 6.8315
H -3.6751 3.6001 -3.6990
C -2.0179 -2.2308 3.7191
O 0.4741 -2.1660 -1.0292
C -3.2049 2.9416 -2.9857
H 5.1573 -1.5777 -4.0273
H -1.8421 -2.1058 -3.3705
C 2.9092 1.9265 2.2904
C 3.7223 -0.0348 -3.6298
Cl -1.1451 -4.1724 -2.4774
H 2.9939 -1.7842 -0.3336
N 2.5574 -0.1856 -1.5472
Cl -2.5356 -2.0094 -1.0916
C 1.7229 -2.2512 5.2098
Si 2.2951 0.1501 1.8076
C -3.3236 1.2061 -1.3515
H 3.8675 0.5025 -4.5547
H -0.0113 3.1685 1.5635
C 2.2080 -1.7302 4.0246
C 0.7538 -1.5643 5.9204
C -0.4487 -2.9204 2.3610
C 3.8045 3.4739 3.9247
C 3.8047 4.4931 2.9884
C -1.0412 -3.1990 3.5858
C -1.3056 2.1547 -1.7987
```

## Properties
<S²>: 2.003
gap between HOMO and LUMO (alpha / beta): 0.2472 / 0.2460 Ha
spin multiplicity: 3